1.
Below is an isolated ion of composition C2H7N4 and charge +1, with properties calculated with the ωB97M-V functional and the def2-TZVPD basis.

Positions of all 13 atoms, in Å:
N1 0.595 0.226 -2.172
C1 0.378 0.153 -0.833
N2 0.968 0.804 0.199
N3 0.376 0.340 1.457
C2 -0.854 -0.490 1.083
N4 -0.778 -0.589 -0.347
H1 1.122 1.099 -2.354
H2 -0.152 0.082 -2.821
H3 0.229 1.307 1.830
H4 1.258 -0.059 1.863
H5 -1.665 0.032 1.383
H6 -0.622 -1.450 1.522
H7 -0.854 -1.455 -0.811

Properties
Highest occupied orbital energy ... -14.271 eV
Max |F| ... 0.0856 hartree/bohr
HOMO-LUMO gap ... 0.3989 hartree
Total charge ... +1

Atom charges from the Löwdin analysis, given in e for atoms 1 to 6: 0.18 -0.35 0.06 0.06 -0.06 0.07


2.
Below is an isolated ion of composition C2H7N4 and charge +1, with properties calculated with the ωB97M-V functional and the def2-TZVPD basis.

Positions of all 13 atoms, in Å:
N1 1.572 -0.407 -1.558
N2 0.675 -0.116 -0.654
N3 -0.771 0.160 -1.126
C1 -1.409 0.427 0.074
C2 -0.592 0.007 1.201
N4 0.726 0.132 0.591
H1 1.267 -0.554 -2.437
H2 2.410 -0.911 -1.270
H3 -2.420 0.017 0.167
H4 -1.457 1.534 0.157
H5 -0.767 0.788 1.883
H6 -0.689 -0.879 1.759
H7 1.454 -0.198 1.213

Properties
Highest occupied orbital energy (spin up / spin down) ... -14.292 / -13.492 eV
Max |F| ... 0.1709 hartree/bohr
HOMO-LUMO gap (spin up / spin down) ... 0.3341 / 0.2980 hartree
Total charge ... +1

Atom charges from the Löwdin analysis, given in e for atoms 1 to 6: 0.23 -0.14 0.19 -0.25 -0.12 0.09


3.
Below is an isolated ion of composition C2H7N4O and charge +1, with properties calculated with the ωB97M-V functional and the def2-TZVPD basis.

Positions of all 14 atoms, in Å:
C1 0.050 0.561 0.449
C2 -2.252 0.437 -0.473
N1 0.499 -1.773 -0.305
N2 -1.178 0.956 0.163
N3 0.822 1.530 1.087
N4 1.601 -2.328 -0.736
O1 0.705 -0.386 -0.122
H1 -2.447 -0.586 -0.439
H2 -3.099 1.080 -0.811
H3 -1.177 1.928 0.328
H4 1.831 1.352 0.973
H5 0.618 2.020 1.980
H6 1.527 -3.142 -1.265
H7 2.498 -1.649 -0.831

Properties
Highest occupied orbital energy (spin up / spin down) ... -12.390 / -12.158 eV
Max |F| ... 0.1228 hartree/bohr
HOMO-LUMO gap (spin up / spin down) ... 0.3112 / 0.2642 hartree
Total charge ... +1

Atom charges from the Löwdin analysis, given in e for atoms 1 to 6: -0.38 0.12 0.01 0.08 0.17 0.06


4.
Below is C2H7N4O as an isolated structure, with properties calculated with the ωB97M-V functional and the def2-TZVPD basis.

Positions of all 14 atoms, in Å:
C1 -1.457 -1.025 0.219
C2 1.918 -0.202 -0.234
N1 2.953 0.556 0.047
N2 -0.424 -0.655 0.942
N3 0.461 0.388 0.730
N4 -1.809 -0.560 -0.964
O1 1.731 -1.084 -0.990
H1 -1.997 -1.801 0.627
H2 3.100 0.895 1.053
H3 3.774 0.284 -0.529
H4 -0.105 -1.313 1.716
H5 0.838 0.560 1.736
H6 -2.674 -0.966 -1.305
H7 -1.532 0.227 -1.494

Properties
Highest occupied orbital energy ... -13.727 eV
Max |F| ... 0.0687 hartree/bohr
HOMO-LUMO gap ... 0.3776 hartree
Total charge ... +1

Atom charges from the Löwdin analysis, given in e for atoms 1 to 6: -0.11 -0.45 0.16 -0.05 0.04 0.22


5.
Below is a 2-piece molecular cluster, C2H7N4O overall, with properties calculated with the ωB97M-V functional and the def2-TZVPD basis.

Positions of all 14 atoms, in Å:
C1 0.183 1.122 -0.599
C2 -2.766 -0.251 -0.316
N1 2.309 0.306 -0.363
N2 0.989 0.275 -0.052
N3 0.674 -0.750 0.799
N4 -2.455 -1.016 0.516
O1 -2.979 0.698 -0.921
H1 -0.861 1.147 -0.308
H2 2.902 1.158 -0.515
H3 -0.021 -1.434 0.495
H4 1.460 -1.051 1.462
H5 2.885 -0.290 0.259
H6 0.632 1.921 -1.296
H7 -2.952 -1.834 0.839

Properties
Highest occupied orbital energy ... -14.736 eV
Max |F| ... 0.0827 hartree/bohr
HOMO-LUMO gap ... 0.3766 hartree
Total charge ... +1

Atom charges from the Löwdin analysis, given in e for atoms 1 to 6: 0.18 -0.45 0.11 -0.29 0.13 0.20


6.
Below is an isolated ion of composition C2H7N4O and charge +1, with properties calculated with the ωB97M-V functional and the def2-TZVPD basis.

Positions of all 14 atoms, in Å:
N1 2.130 -0.367 0.377
N2 1.045 -0.898 0.425
C1 0.181 -0.737 -0.647
C2 -0.686 0.310 -0.067
N3 -1.903 0.048 0.361
N4 -0.140 1.481 0.170
O1 1.017 1.806 -0.289
H1 2.206 0.411 -0.415
H2 2.723 -0.554 1.124
H3 -0.107 -1.766 -0.855
H4 0.580 -0.360 -1.639
H5 -2.206 -0.916 0.161
H6 -2.594 0.505 0.966
H7 -0.788 2.152 0.530

Properties
Highest occupied orbital energy (spin up / spin down) ... -12.752 / -12.750 eV
Max |F| ... 0.0909 hartree/bohr
HOMO-LUMO gap (spin up / spin down) ... 0.2703 / 0.2702 hartree
Total charge ... +1

Atom charges from the Löwdin analysis, given in e for atoms 1 to 6: 0.22 0.06 -0.12 -0.33 0.18 -0.03


7.
Below is an isolated ion of composition C2H7N4O and charge +1, with properties calculated with the ωB97M-V functional and the def2-TZVPD basis.

Positions of all 14 atoms, in Å:
N1 -1.367 1.207 3.681
C1 -1.008 0.710 2.646
N2 -0.429 0.589 1.582
O1 0.010 -0.573 0.963
N3 0.939 -0.264 -0.011
C2 0.436 0.238 -1.288
N4 0.341 -1.127 -2.086
H1 -2.329 1.448 3.760
H2 1.742 0.424 0.427
H3 -0.416 0.759 -1.328
H4 1.145 0.769 -1.820
H5 0.938 -1.749 -1.524
H6 0.655 -0.961 -3.123
H7 -0.656 -1.470 -1.880

Properties
Highest occupied orbital energy ... -13.317 eV
Max |F| ... 0.1017 hartree/bohr
HOMO-LUMO gap ... 0.3486 hartree
Total charge ... +1

Atom charges from the Löwdin analysis, given in e for atoms 1 to 6: 0.21 -0.24 0.07 -0.12 -0.09 -0.09


8.
Below is a 2-piece molecular cluster, C2H7N4S overall, with properties calculated with the ωB97M-V functional and the def2-TZVPD basis.

Positions of all 14 atoms, in Å:
C1 1.258 0.317 0.435
C2 0.125 -0.597 0.594
N1 1.194 1.120 -0.507
N2 -0.696 -0.217 -0.594
N3 0.420 -2.000 0.546
N4 0.083 0.882 -1.312
S1 -2.475 1.328 -0.140
H1 2.166 0.355 1.141
H2 -0.466 -0.546 1.543
H3 0.888 -2.389 -0.311
H4 -0.024 -2.550 1.192
H5 -0.617 1.642 -1.356
H6 0.396 0.751 -2.294
H7 -2.253 1.905 1.064

Properties
Highest occupied orbital energy (spin up / spin down) ... -14.014 / -14.010 eV
Max |F| ... 0.0875 hartree/bohr
HOMO-LUMO gap (spin up / spin down) ... 0.2654 / 0.2653 hartree
Total charge ... +1

Atom charges from the Löwdin analysis, given in e for atoms 1 to 6: -0.07 -0.42 0.10 0.02 0.10 -0.03


9.
Below is an isolated ion of composition C2H7N4S and charge +1, with properties calculated with the ωB97M-V functional and the def2-TZVPD basis.

Positions of all 14 atoms, in Å:
N1 1.274 -2.076 -0.616
C1 0.883 -0.793 -0.404
N2 0.358 -0.431 0.868
N3 -0.388 0.816 0.786
N4 -1.800 0.354 0.704
C2 -0.038 1.624 -0.328
S1 0.667 0.465 -1.621
H1 1.475 -2.599 0.306
H2 1.787 -2.362 -1.388
H3 -0.493 1.148 1.776
H4 -1.634 -0.547 1.191
H5 -1.931 -0.008 -0.276
H6 -0.938 2.081 -0.781
H7 0.778 2.325 -0.217

Properties
Highest occupied orbital energy ... -13.890 eV
Max |F| ... 0.0880 hartree/bohr
HOMO-LUMO gap ... 0.3820 hartree
Total charge ... +1

Atom charges from the Löwdin analysis, given in e for atoms 1 to 6: 0.14 -0.62 0.02 -0.25 0.11 -0.34


10.
Below is C2H7N5O as an isolated structure, with properties calculated with the ωB97M-V functional and the def2-TZVPD basis.

Positions of all 15 atoms, in Å:
C1 0.478 -0.506 -0.290
C2 -2.340 -0.122 0.610
H1 2.594 -0.445 1.312
H2 3.497 0.196 -0.507
H3 1.383 1.323 -0.092
H4 -1.160 2.270 0.046
H5 -0.503 -1.829 -1.269
H6 -3.328 -0.284 0.727
H7 -1.560 0.389 1.064
N1 2.406 -0.134 0.256
N2 1.585 -1.168 -0.260
N3 0.393 0.907 0.039
N4 -0.758 -1.091 -0.645
N5 -2.034 -1.082 -0.210
O1 -0.651 1.575 -0.781

Properties
Highest occupied orbital energy ... -8.677 eV
Max |F| ... 0.1183 hartree/bohr
HOMO-LUMO gap ... 0.3362 hartree
Total charge ... 0

Atom charges from the Löwdin analysis, given in e for atoms 1 to 6: -0.39 -0.03 0.13 0.23 0.12 0.23


11.
Below is C2H7NNa as an isolated structure, with properties calculated with the ωB97M-V functional and the def2-TZVPD basis.

Positions of all 11 atoms, in Å:
N1 -1.025 -0.245 0.470
C1 1.321 0.617 0.079
C2 0.109 -0.150 -0.451
H1 -1.342 0.696 0.729
H2 -0.729 -0.696 1.342
H3 1.036 1.654 0.323
H4 2.127 0.641 -0.673
H5 1.706 0.134 0.993
H6 -0.256 0.334 -1.377
H7 0.413 -1.183 -0.709
Na1 -3.361 -1.801 -0.726

Properties
Highest occupied orbital energy ... -13.763 eV
Max |F| ... 0.0177 hartree/bohr
HOMO-LUMO gap ... 0.3227 hartree
Total charge ... +1

Atom charges from the Löwdin analysis, given in e for atoms 1 to 6: -0.04 -0.10 -0.36 0.08 0.08 0.08


12.
Below is a 3-piece molecular cluster, C2H7NO2 overall, with properties calculated with the ωB97M-V functional and the def2-TZVPD basis.

Positions of all 12 atoms, in Å:
C1 -0.739 -0.160 -1.226
N1 -0.286 -0.666 -2.326
C2 -1.439 1.029 -1.020
O1 0.625 0.740 1.343
H1 -0.623 -0.758 -0.309
H2 0.555 -1.234 -2.247
H3 1.253 1.421 1.600
H4 -1.715 1.467 -0.073
H5 -1.904 1.396 -1.941
H6 2.174 -1.513 2.349
H7 0.873 -0.199 1.679
O2 1.228 -1.522 2.172

Properties
Highest occupied orbital energy ... -7.997 eV
Max |F| ... 0.0826 hartree/bohr
HOMO-LUMO gap ... 0.1248 hartree
Total charge ... 0

Atom charges from the Löwdin analysis, given in e for atoms 1 to 6: -0.28 0.18 0.25 -0.11 0.11 0.08


13.
Below is a 2-piece molecular cluster, C2H7NO2 overall, with properties calculated with the ωB97M-V functional and the def2-TZVPD basis.

Positions of all 12 atoms, in Å:
C1 0.672 0.573 -2.345
O1 1.722 0.348 -1.828
H1 -0.046 1.364 -1.989
H2 0.336 0.147 -3.314
N1 0.196 -1.103 1.528
C2 -0.876 -0.325 0.990
O2 -0.543 1.027 0.649
H3 0.856 -1.427 0.842
H4 0.568 -0.751 2.392
H5 -1.201 -0.795 0.055
H6 -1.721 -0.401 1.669
H7 0.038 1.342 1.352

Properties
Highest occupied orbital energy ... -9.695 eV
Max |F| ... 0.0360 hartree/bohr
HOMO-LUMO gap ... 0.3912 hartree
Total charge ... 0

Atom charges from the Löwdin analysis, given in e for atoms 1 to 6: -0.17 0.00 0.08 0.08 0.02 -0.35


14.
Below is a 2-piece molecular cluster, C2H7NO2 overall, with properties calculated with the ωB97M-V functional and the def2-TZVPD basis.

Positions of all 12 atoms, in Å:
C1 -0.021 1.044 0.050
C2 -0.931 -1.226 0.065
N1 -0.260 -0.143 -0.589
O1 2.606 0.219 -0.065
O2 1.888 -0.895 -0.371
H1 -0.412 1.841 -0.479
H2 -0.553 1.033 0.965
H3 1.035 1.366 0.310
H4 -1.293 -0.998 1.161
H5 -1.621 -1.655 -0.627
H6 -0.162 -1.962 0.305
H7 3.103 0.498 -0.875

Properties
Highest occupied orbital energy (spin up / spin down) ... -9.005 / -9.203 eV
Max |F| ... 0.0583 hartree/bohr
HOMO-LUMO gap (spin up / spin down) ... 0.3129 / 0.3434 hartree
Total charge ... 0

Atom charges from the Löwdin analysis, given in e for atoms 1 to 6: -0.19 -0.14 -0.06 -0.10 -0.11 0.06


15.
Below is a 2-piece molecular cluster, C2H7NO2 overall, with properties calculated with the ωB97M-V functional and the def2-TZVPD basis.

Positions of all 12 atoms, in Å:
N1 -0.838 -0.257 1.206
C1 0.415 0.449 0.922
C2 1.406 -0.526 0.319
O1 1.600 -0.620 -0.862
H1 -1.226 -0.034 2.102
H2 -1.461 -0.225 0.417
H3 0.803 0.846 1.858
H4 0.305 1.306 0.262
H5 2.030 -1.044 1.074
O2 -1.404 0.036 -2.435
H6 -0.816 0.638 -1.961
H7 -0.814 -0.569 -2.903

Properties
Highest occupied orbital energy ... -9.436 eV
Max |F| ... 0.0220 hartree/bohr
HOMO-LUMO gap ... 0.3751 hartree
Total charge ... 0

Atom charges from the Löwdin analysis, given in e for atoms 1 to 6: 0.02 -0.25 -0.26 0.05 0.06 0.06


16.
Below is a 2-piece molecular cluster, C2H7NO2 overall, with properties calculated with the ωB97M-V functional and the def2-TZVPD basis.

Positions of all 12 atoms, in Å:
N1 -0.736 1.984 -1.708
C1 -1.610 2.392 -0.740
O1 -2.464 1.634 -0.318
H1 -0.863 1.009 -1.888
H2 -0.254 2.784 -2.028
H3 -1.650 3.434 -0.409
C2 2.052 -2.539 1.976
O2 2.174 -2.805 0.576
H4 2.390 -1.522 2.171
H5 2.753 -3.225 2.451
H6 1.053 -2.615 2.401
H7 1.353 -3.212 0.282

Properties
Highest occupied orbital energy ... -10.031 eV
Max |F| ... 0.0668 hartree/bohr
HOMO-LUMO gap ... 0.3961 hartree
Total charge ... 0

Atom charges from the Löwdin analysis, given in e for atoms 1 to 6: 0.12 -0.42 -0.01 0.11 0.08 0.12


17.
Below is a 2-piece molecular cluster, C2H7NO2 overall, with properties calculated with the ωB97M-V functional and the def2-TZVPD basis.

Positions of all 12 atoms, in Å:
C1 1.997 0.501 -0.341
C2 0.882 -0.365 -0.923
N1 -0.126 -0.603 -0.074
O1 0.859 -0.689 -2.127
H1 2.977 0.234 -0.722
H2 1.996 0.508 0.744
H3 1.654 1.460 -0.773
H4 -0.011 -0.022 0.741
H5 -0.980 -0.931 -0.493
H6 -3.268 -0.181 0.582
H7 -3.227 -0.107 2.088
O2 -2.754 0.195 1.297

Properties
Spin multiplicity ... 2
Highest occupied orbital energy (spin up / spin down) ... -15.485 / -15.481 eV
Max |F| ... 0.0533 hartree/bohr
HOMO-LUMO gap (spin up / spin down) ... 0.4111 / 0.2254 hartree
Total charge ... +1

Atom charges from the Löwdin analysis, given in e for atoms 1 to 6: 0.08 -0.39 0.26 0.37 0.11 0.11


18.
Below is a 2-piece molecular cluster, C2H7NO2P overall, with properties calculated with the ωB97M-V functional and the def2-TZVPD basis.

Positions of all 13 atoms, in Å:
C1 1.494 -0.237 -1.137
C2 0.089 0.298 -1.471
N1 -1.577 -0.646 1.758
O1 0.731 0.693 2.134
O2 -1.432 1.939 1.340
P1 -0.600 0.691 1.395
H1 2.067 0.544 -1.151
H2 1.379 -0.607 -0.146
H3 1.711 -1.099 -1.813
H4 -0.526 -0.567 -2.019
H5 0.122 1.109 -2.173
H6 -2.416 -0.700 1.227
H7 -1.041 -1.419 2.058

Properties
Highest occupied orbital energy ... -2.712 eV
Max |F| ... 0.1299 hartree/bohr
HOMO-LUMO gap ... 0.2503 hartree
Total charge ... -1

Atom charges from the Löwdin analysis, given in e for atoms 1 to 6: -0.27 -0.22 -0.10 -0.42 -0.44 0.41


19.
Below is a 2-piece molecular cluster, C2H7NO3 overall, with properties calculated with the ωB97M-V functional and the def2-TZVPD basis.

Positions of all 13 atoms, in Å:
O1 2.833 1.395 -1.081
C1 3.027 0.708 -0.127
O2 2.474 -0.523 0.067
H1 3.679 1.021 0.685
H2 1.525 -0.342 0.249
N1 -2.484 -0.636 -0.429
C2 -1.555 -0.250 0.546
O3 -0.210 -0.032 0.025
H3 -3.092 0.052 -0.827
H4 -2.686 -1.599 -0.618
H5 -1.392 -1.004 1.312
H6 -1.851 0.703 0.970
H7 -0.270 0.508 -0.773

Properties
Highest occupied orbital energy ... -10.051 eV
Max |F| ... 0.0184 hartree/bohr
HOMO-LUMO gap ... 0.3970 hartree
Total charge ... 0

Atom charges from the Löwdin analysis, given in e for atoms 1 to 6: 0.08 -0.38 0.02 0.13 0.06 0.04